P | {"formula": "C5H11NO4", "method": "wB97M-V/def2-TZVPD", "smiles": "CC(=O)C(O)(O)[C@@](C)(N)O", "species": ["C", "C", "O", "O", "H", "H", "H", "H", "C", "C", "C", "N", "O", "O", "H", "H", "H", "H", "H", "H", "H"], "positions_angstrom": [[2.05424, 1.23759, 0.15029], [1.41247, -0.03597, 0.62427], [0.72409, -0.85071, -1.13710], [2.01480, -0.87836, 1.28959], [0.83543, -0.64612, -2.07279], [2.57341, 1.02639, -0.78478], [2.77060, 1.58333, 0.89239], [1.35404, 2.04932, -0.03988], [-1.67089, -1.45067, -0.66971], [-0.14610, -0.01315, 0.85007], [-0.72771, -0.27910, -0.56786], [-1.15102, 0.84993, -1.24048], [-0.59767, 1.24610, 1.31013], [-0.45032, -1.01007, 1.75143], [-0.99469, 1.08546, 2.17483], [0.43288, -1.42517, 1.94080], [-2.14416, 1.01945, -1.30322], [-0.58128, 1.67484, -1.10130], [-2.54401, -1.25551, -0.04787], [-1.98585, -1.57795, -1.70422], [-1.17828, -2.34962, -0.31456]], "mulliken_charge": [-1.3010, 1.4053, -0.6334, -0.7182, 0.3274, 0.3045, 0.3541, 0.3407, -1.5762, -0.0742, 0.9297, -0.4821, -0.5481, -0.7454, 0.3975, 0.4227, 0.2403, 0.2092, 0.3788, 0.4362, 0.3321]}



Q | {"formula": "C5H11NO4", "method": "wB97M-V/def2-TZVPD", "species": ["C", "C", "C", "C", "C", "N", "O", "O", "O", "O", "H", "H", "H", "H", "H", "H", "H", "H", "H", "H", "H"], "positions_angstrom": [[-0.15307, -0.27107, 1.42888], [1.61925, 0.91178, 0.10770], [-1.53575, -0.49246, -1.59485], [0.43923, -0.06562, 0.02210], [-0.66230, 0.49026, -0.88018], [0.24845, 1.33559, -2.39633], [0.80850, 0.62977, -3.18365], [0.07431, 2.52449, -2.39815], [0.83868, -1.30106, -0.53287], [-1.22816, 1.59737, -0.34300], [-0.97728, -0.97825, 1.38945], [-0.51386, 0.67650, 1.81584], [0.61071, -0.66139, 2.09802], [2.29860, 0.61211, 0.90342], [1.25450, 1.91411, 0.31360], [2.17206, 0.91739, -0.82940], [-2.02569, -1.14755, -0.87544], [-0.92540, -1.10787, -2.24925], [-2.29853, 0.02092, -2.17814], [1.59318, -1.62922, -0.03063], [-1.87171, 1.98483, -0.95270]], "mulliken_charge": [-1.6781, -1.8088, -1.5139, 1.4096, 0.5974, 0.7738, -0.5402, -0.5948, -0.5930, -0.4534, 0.3285, 0.3746, 0.4571, 0.5022, 0.3779, 0.3728, 0.3037, 0.3824, 0.4575, 0.3604, 0.4843]}



R | {"formula": "C5H11NO4", "method": "wB97M-V/def2-TZVPD", "smiles": "C[C@H](CO)[C@@H](C)OON=O", "species": ["C", "C", "C", "O", "C", "C", "O", "O", "N", "O", "H", "H", "H", "H", "H", "H", "H", "H", "H", "H", "H"], "positions_angstrom": [[-0.40985, 1.82628, -0.11094], [-0.64657, 0.35900, -0.42615], [-2.00775, -0.09615, 0.12740], [-3.03404, 0.68551, -0.44063], [0.50124, -0.44414, 0.20005], [0.45949, -1.90601, -0.12939], [1.66153, 0.20333, -0.29344], [2.83205, -0.42545, 0.26991], [3.84378, 0.47708, -0.07726], [4.75228, 0.41766, 0.70536], [-0.39133, 1.94295, 0.98359], [0.55481, 2.14140, -0.52276], [-1.21552, 2.43750, -0.52679], [-0.63772, 0.17511, -1.51572], [-2.18593, -1.15980, -0.09709], [-1.96854, 0.03408, 1.22507], [-3.88409, 0.42455, -0.05328], [0.46596, -0.28644, 1.29247], [-0.41548, -2.36266, 0.34352], [0.37703, -2.04537, -1.21408], [1.34865, -2.39843, 0.26018]], "mulliken_charge": [-1.3947, 0.3245, -0.7148, -0.5158, 0.2904, -1.4382, -0.1980, -0.0880, 0.2953, -0.3401, 0.3312, 0.3586, 0.4037, 0.3434, 0.3552, 0.3306, 0.3244, 0.2293, 0.3672, 0.3081, 0.4275]}



Which is the most stable structure? P is the most stable.



P | {"formula": "C2H12O3S2", "method": "wB97M-V/def2-TZVPD", "smiles": "CSSC.O.O.O", "species": ["C", "S", "S", "C", "H", "H", "H", "H", "H", "H", "H", "H", "O", "H", "H", "O", "H", "H", "O"], "positions_angstrom": [[0.59354, -2.10665, -1.20198], [-0.46464, -2.48910, 0.24167], [-1.72344, -0.84977, 0.46828], [-1.76146, -0.00307, -1.10495], [1.26423, -2.94462, -1.31975], [1.12405, -1.18368, -1.00137], [-0.04812, -2.06078, -2.05318], [-0.81685, 0.44855, -1.36765], [-2.48143, 0.79749, -1.02831], [-2.08510, -0.60445, -1.93053], [0.96374, 2.07015, 0.07719], [1.12468, 0.60392, -0.08525], [1.58915, 1.42313, -0.30485], [-0.45952, 3.77720, 1.20790], [0.21599, 4.41765, -0.00748], [-0.22719, 3.60977, 0.28395], [0.78986, -1.95744, 2.36453], [1.63768, -1.51184, 3.57859], [0.76483, -1.43648, 3.18316]], "mulliken_charge": [-0.6593, -0.1359, -0.0072, -0.8582, 0.3554, 0.1164, 0.2556, 0.2670, 0.3103, 0.3556, 0.3767, 0.3089, -0.6410, 0.3312, 0.3171, -0.6840, 0.2889, 0.2970, -0.5944]}



Q | {"formula": "C2H12O3S2", "method": "wB97M-V/def2-TZVPD", "smiles": "CSSC.O.O.O", "species": ["C", "S", "S", "C", "H", "H", "H", "H", "H", "H", "H", "H", "O", "H", "H", "O", "H", "H", "O"], "positions_angstrom": [[1.79738, 0.00077, -0.11512], [1.38951, 0.80194, 1.48683], [-0.45646, -0.02452, 1.96930], [-0.25335, -1.81516, 1.84320], [0.84247, -0.34944, -0.50723], [2.50502, -0.81284, 0.02288], [2.16963, 0.80534, -0.73396], [-0.77918, -2.24388, 1.01411], [-0.59384, -2.21884, 2.78651], [0.81435, -2.03987, 1.86548], [1.45400, 0.59000, -5.21764], [1.75700, -0.42540, -4.17184], [1.83823, 0.52242, -4.33617], [-3.78681, -1.88560, -2.77672], [-2.62961, -2.84195, -2.57571], [-3.25898, -2.29956, -2.08586], [-1.30849, 2.87207, 0.30650], [-1.66802, 1.51896, -0.31891], [-1.43080, 2.42775, -0.53686]], "mulliken_charge": [-0.8203, -0.0637, -0.1244, -0.7971, 0.2295, 0.3646, 0.3359, 0.2471, 0.3312, 0.2911, 0.3093, 0.3103, -0.6182, 0.3131, 0.3146, -0.6262, 0.3116, 0.3097, -0.6181]}



Which is the most stable structure? P is the most stable.



P | {"formula": "C2H8S3", "method": "wB97M-V/def2-TZVPD", "smiles": "CCS.SS", "species": ["S", "S", "H", "H", "C", "C", "S", "H", "H", "H", "H", "H", "H"], "positions_angstrom": [[-3.99351, -1.29040, 1.06468], [-2.48869, -2.14559, 2.20519], [-3.35699, -0.15263, 0.75908], [-2.47438, -1.24341, 3.19703], [2.21041, 1.18778, -1.15915], [0.91371, 0.42073, -0.95775], [0.96501, -0.60550, 0.54458], [2.56461, 1.51715, -0.17525], [1.98146, 2.09674, -1.68600], [3.03817, 0.64480, -1.61293], [0.11852, 1.14106, -0.83083], [0.66002, -0.21288, -1.79865], [-0.13833, -1.35786, 0.45000]], "mulliken_charge": [-0.1526, -0.2058, 0.1597, 0.1866, -1.0638, -0.3155, -0.2128, 0.3144, 0.3122, 0.2923, 0.2706, 0.3307, 0.0840]}



Q | {"formula": "C2H8S3", "method": "wB97M-V/def2-TZVPD", "smiles": "CSS.CS", "species": ["C", "S", "H", "H", "H", "H", "C", "S", "S", "H", "H", "H", "H"], "positions_angstrom": [[0.05178, -2.55073, -1.11848], [0.71262, -4.21569, -1.58187], [-0.02474, -1.88555, -1.96371], [0.81834, -2.06119, -0.50035], [-0.76299, -2.66934, -0.41296], [0.17399, -4.14401, -2.81429], [-0.74525, 3.18221, 1.52955], [-0.76422, 1.37233, 1.15305], [1.25071, 0.99065, 1.16071], [-0.27246, 3.66357, 0.67701], [-1.80811, 3.41985, 1.51150], [-0.17781, 3.39089, 2.42093], [1.54815, 1.50701, -0.06107]], "mulliken_charge": [-0.6868, -0.2046, 0.3210, 0.1776, 0.2917, 0.1140, -0.7728, -0.0171, -0.2421, 0.2862, 0.2737, 0.2948, 0.1644]}



Which is the most stable structure? P is the most stable.



P | {"formula": "C6H11NO", "method": "wB97M-V/def2-TZVPD", "charge": -1, "multiplicity": 2, "s2": 0.7503, "species": ["C", "C", "C", "C", "C", "N", "C", "O", "H", "H", "H", "H", "H", "H", "H", "H", "H", "H", "H"], "positions_angstrom": [[-0.58444, -0.36059, 0.87613], [-0.36562, -0.93351, -0.51648], [0.97827, -1.54856, -0.75004], [1.18350, -2.80478, -1.11720], [0.42154, 0.72894, 1.18168], [0.19293, 1.96166, 0.68848], [-0.97828, 2.48259, 0.01110], [1.44786, 0.47144, 1.80728], [-1.60805, 0.01726, 0.94500], [-0.47027, -1.10176, 1.67047], [-1.12300, -1.67408, -0.76418], [-0.53090, -0.14100, -1.25084], [1.83412, -0.92907, -0.52813], [0.38893, -3.52369, -1.26673], [2.18413, -3.18953, -1.28531], [0.91772, 2.63657, 0.88279], [-1.80266, 1.77188, -0.05288], [-0.76394, 2.74033, -1.03714], [-1.32183, 3.39591, 0.50600]], "mulliken_charge": [-0.5805, -0.5052, -0.1135, -0.7304, -0.6740, 1.5961, -3.9330, -0.6075, 0.7518, 0.2571, 0.5540, -0.1522, 0.1705, 0.3083, 0.2545, 0.3807, 0.5038, 0.4458, 1.0735]}



Q | {"formula": "C6H11NO", "method": "wB97M-V/def2-TZVPD", "charge": -1, "multiplicity": 2, "s2": 0.7530, "species": ["O", "C", "C", "C", "C", "C", "N", "C", "H", "H", "H", "H", "H", "H", "H", "H", "H", "H", "H"], "positions_angstrom": [[-0.24771, 3.09237, -2.10850], [0.23819, 2.05043, -2.50373], [0.59682, 1.00622, -1.49505], [-0.55369, 0.17305, -0.90307], [-0.25258, -0.45514, 0.48159], [0.69665, -1.41367, 0.63451], [0.92021, -1.83007, 1.97599], [-1.11141, -0.20076, 1.62915], [0.26319, 1.91173, -3.55458], [1.09078, 1.61369, -0.62062], [1.39853, 0.26294, -1.79824], [-1.40474, 0.74829, -0.96872], [-0.82117, -0.71281, -1.49904], [1.43231, -1.86350, -0.16000], [0.39839, -1.41610, 2.71281], [1.58009, -2.59828, 2.13899], [-0.60709, -0.11441, 2.67833], [-1.97274, -1.03621, 1.74543], [-1.64404, 0.78222, 1.61476]], "mulliken_charge": [-0.6373, -0.5449, -0.5552, -0.8108, 1.4436, -0.5374, -0.3004, -1.8470, 0.6262, 0.1923, 0.0825, 0.2937, 0.2082, 0.2044, 0.0699, 0.2005, 0.2903, 0.2658, 0.3557]}



Which is the most stable structure? P is the most stable.